{"formula": "C23H28CoF4N6O4S", "method": "wB97M-V/def2-TZVPD", "symbols": ["Co", "C", "C", "N", "C", "C", "C", "O", "O", "C", "O", "C", "C", "C", "F", "C", "C", "C", "N", "C", "C", "N", "C", "C", "H", "H", "H", "H", "H", "H", "H", "H", "H", "H", "H", "H", "H", "H", "H", "H", "H", "H", "F", "C", "F", "F", "C", "C", "C", "C", "N", "C", "S", "H", "H", "H", "C", "O", "H", "H", "H", "N", "N", "H", "H", "H", "H"], "xyz": [[-2.117043, -0.898343, -2.329025], [1.597610, -2.772957, 3.827730], [2.311426, -2.777035, 2.476357], [1.545218, -2.120395, 1.435131], [0.596703, -2.849355, 0.762191], [-0.103848, -2.361377, -0.281767], [-1.217551, -3.212176, -0.847057], [-1.301751, -4.383485, -0.506412], [-2.047293, -2.626776, -1.640706], [0.151974, -1.025468, -0.739650], [-0.358347, -0.527274, -1.816302], [1.002926, -0.221847, 0.057995], [1.167105, 1.160152, -0.242964], [1.936838, 1.941085, 0.578069], [2.134425, 3.253592, 0.257819], [2.534640, 1.455264, 1.728412], [2.383315, 0.079586, 2.036611], [1.662075, -0.758445, 1.200909], [3.317448, 2.274740, 2.610475], [4.688108, 2.493762, 2.192363], [5.489071, 2.956330, 3.401937], [4.867596, 4.226719, 3.905475], [3.425729, 4.027748, 4.273870], [2.698193, 3.513976, 3.038687], [2.209183, -3.267833, 4.583657], [0.645855, -3.298314, 3.750185], [1.397895, -1.749671, 4.147278], [2.494760, -3.803889, 2.158868], [3.278898, -2.278992, 2.553824], [0.411028, -3.861294, 1.097732], [0.694289, 1.558239, -1.130047], [2.833219, -0.264903, 2.957214], [4.776136, 3.246498, 1.387699], [5.104553, 1.560201, 1.818828], [6.535189, 3.148119, 3.167341], [5.416741, 2.215662, 4.195296], [4.898616, 4.909881, 3.145297], [5.393516, 4.603371, 4.691217], [3.019315, 4.980963, 4.610416], [3.378772, 3.299846, 5.080852], [2.718143, 4.300158, 2.266816], [1.656771, 3.314525, 3.284430], [-5.663558, -2.671351, -7.268344], [-4.491525, -2.449426, -6.616363], [-3.850871, -1.496522, -7.316233], [-3.777954, -3.581766, -6.728359], [-4.745198, -2.048935, -5.194413], [-6.038790, -1.960734, -4.728145], [-6.276351, -1.538553, -3.422297], [-5.186865, -1.225289, -2.639738], [-3.935306, -1.321396, -3.066850], [-3.662992, -1.721167, -4.336018], [-2.013196, -1.765901, -4.728503], [-6.864393, -2.222405, -5.375138], [-7.280620, -1.439780, -3.038627], [-5.325948, -0.881650, -1.620209], [-1.501880, 1.543011, -3.539079], [-2.378572, 0.797847, -2.753763], [-0.490184, 1.577277, -3.109883], [-1.884355, 2.567431, -3.612391], [-1.414192, 1.135409, -4.552163], [-2.265921, -0.142217, 1.333685], [-2.895095, -0.440598, 0.089632], [-2.893436, 0.359292, 1.951025], [-1.462198, 0.441907, 1.144626], [-3.496054, 0.313721, -0.227573], [-3.431994, -1.288794, 0.208072]], "forces_ev_per_angstrom": [[0.24, -0.30, -0.08], [0.09, 0.06, -0.14], [-0.11, 0.00, 0.29], [-0.15, -0.07, -0.11], [0.04, -0.02, -0.07], [-0.33, 0.08, -0.09], [0.50, -0.10, 0.07], [-0.09, 0.12, -0.02], [-0.38, -0.34, 0.06], [0.26, -0.16, 0.27], [0.25, 0.23, -0.12], [-0.21, 0.00, -0.10], [-0.01, 0.07, -0.14], [0.03, -0.22, 0.02], [0.02, 0.12, 0.01], [-0.01, 0.10, 0.02], [0.08, -0.01, 0.02], [0.13, 0.09, 0.08], [-0.04, 0.12, -0.16], [-0.02, 0.07, 0.18], [0.10, -0.33, -0.31], [-0.02, -0.03, 0.06], [-0.51, -0.04, -0.11], [0.18, -0.16, 0.15], [-0.02, 0.00, 0.01], [-0.01, 0.01, 0.02], [-0.04, -0.02, 0.05], [0.01, 0.02, -0.05], [0.03, -0.06, -0.06], [0.07, 0.00, 0.02], [0.03, 0.03, 0.05], [-0.03, -0.08, -0.02], [-0.03, -0.04, -0.04], [0.02, 0.00, 0.03], [-0.03, 0.11, 0.01], [-0.01, 0.08, 0.09], [0.07, 0.08, 0.04], [0.03, 0.04, 0.01], [0.12, 0.04, 0.01], [0.15, -0.01, 0.01], [-0.05, -0.03, -0.05], [-0.01, 0.07, 0.04], [0.14, -0.01, 0.03], [-0.08, -0.07, -0.18], [-0.05, -0.10, 0.05], [-0.05, 0.11, 0.01], [-0.07, 0.10, 0.17], [0.16, -0.01, 0.07], [-0.03, 0.02, -0.04], [-0.10, 0.04, 0.21], [-0.12, 0.00, -0.21], [-0.06, -0.05, -0.07], [0.28, 0.12, 0.14], [0.02, 0.04, -0.02], [0.02, -0.03, 0.05], [0.05, 0.00, -0.01], [0.40, 0.02, 0.12], [-0.66, 0.23, -0.02], [-0.06, 0.01, -0.04], [0.01, -0.02, 0.03], [-0.06, -0.03, 0.01], [0.08, -0.03, 0.02], [-0.16, 0.09, -0.20], [-0.01, 0.09, 0.00], [0.09, 0.00, -0.04], [-0.08, -0.01, 0.02], [-0.03, -0.06, -0.05]], "mulliken_charge": [0.4234, -1.0341, -1.1672, 0.2576, -0.1122, 0.4150, -0.1867, -0.7710, -0.3724, 1.1860, -0.9979, 0.5352, -1.0188, 0.5986, -0.3994, -1.5513, -1.0931, 0.8529, 0.4437, -0.4995, -0.8560, -0.1370, -0.8893, -0.5085, 0.3855, 0.3398, 0.2828, 0.4803, 0.4932, 0.5650, 0.3905, 0.3736, 0.3188, 0.4454, 0.4160, 0.3562, 0.3983, 0.3449, 0.4259, 0.3534, 0.3869, 0.4446, -0.3221, 0.6137, -0.2251, -0.2281, -0.1410, -0.0723, -1.0173, -0.1095, 0.2224, 0.6023, -0.5235, 0.4825, 0.3964, 0.3640, -0.6426, -0.4573, 0.2023, 0.2202, 0.2830, -0.7052, -0.2010, 0.2511, 0.1511, 0.2688, 0.2681], "e_tot_ev": -100765.6669, "s2": 3.82, "fmax_ev_per_a": 0.7, "lumo_energy_ev": [-1.473, -1.480], "spin_multiplicity": 4, "homo_energy_ev": [-4.495, -6.589]}

{"formula": "C23H28CuN2O4S", "method": "wB97M-V/def2-TZVPD", "symbols": ["Cu", "N", "C", "C", "C", "C", "C", "C", "C", "C", "C", "C", "C", "C", "H", "H", "H", "H", "H", "H", "H", "H", "H", "H", "O", "C", "O", "C", "C", "C", "C", "C", "N", "H", "H", "H", "H", "C", "C", "S", "O", "C", "C", "H", "H", "H", "H", "H", "H", "H", "H", "H", "H", "C", "O", "H", "H", "H", "H"], "xyz": [[0.677484, 0.536463, -0.068310], [2.048883, -0.160869, 1.292179], [2.396211, 0.573425, 2.464613], [3.656262, 0.353640, 3.014766], [4.035552, 0.931877, 4.210232], [3.121036, 1.729300, 4.878898], [1.881525, 1.974665, 4.320065], [1.485542, 1.449004, 3.081769], [0.125954, 1.757968, 2.551525], [-0.656829, 2.734951, 3.191973], [-2.009016, 2.865543, 2.936364], [-2.625450, 2.007180, 2.038526], [-1.832380, 1.154424, 1.283203], [-0.451437, 1.072224, 1.466773], [1.479576, -0.985742, 1.525817], [2.867690, -0.462177, 0.773669], [4.331812, -0.321740, 2.501888], [5.015526, 0.740345, 4.626197], [3.367854, 2.153394, 5.843598], [1.191475, 2.581439, 4.885847], [-0.205593, 3.405308, 3.910231], [-2.586234, 3.617839, 3.459008], [-3.701481, 2.026869, 1.908691], [-2.308605, 0.515687, 0.543481], [2.602258, 0.657616, -3.567127], [1.868436, 0.722526, -2.593100], [1.974531, 0.083740, -1.490281], [0.634360, 1.622980, -2.684484], [0.443420, 2.447020, -3.781686], [-0.716186, 3.197241, -3.860178], [-1.651401, 3.086690, -2.840162], [-1.380233, 2.246719, -1.775602], [-0.262121, 1.523796, -1.695715], [1.211433, 2.466297, -4.541667], [-0.890552, 3.850407, -4.705151], [-2.576375, 3.645268, -2.866010], [-2.073432, 2.149267, -0.951668], [-2.614119, -3.510361, -1.957601], [-2.234011, -2.087281, -1.595278], [-0.405356, -1.846472, -1.649615], [0.141343, -3.106094, -1.060663], [-0.198258, -1.962012, -3.482047], [0.595833, -3.194516, -3.868396], [-3.628891, -3.736974, -1.632244], [-1.930676, -4.200720, -1.462710], [-2.554207, -3.680807, -3.033021], [-2.500318, -1.857740, -0.561595], [-2.673308, -1.335042, -2.252441], [0.340051, -1.056242, -3.760892], [-1.184770, -1.944066, -3.943838], [1.575391, -3.178627, -3.393561], [0.737551, -3.218282, -4.948664], [0.084861, -4.105756, -3.561133], [-0.863961, -2.642696, 2.466436], [0.075654, -2.248374, 1.484249], [-0.489835, -3.473097, 3.072353], [-1.819644, -2.933568, 2.021602], [-1.030896, -1.783428, 3.115855], [0.088069, -2.848430, 0.715012]], "forces_ev_per_angstrom": [[0.04, -0.05, 0.50], [-0.26, -0.16, -0.45], [0.00, 0.17, 0.28], [-0.01, -0.07, -0.06], [-0.03, 0.05, -0.02], [0.05, 0.03, 0.03], [0.03, 0.00, -0.05], [0.22, 0.00, -0.02], [-0.40, 0.09, -0.07], [0.12, -0.17, 0.08], [-0.05, 0.04, 0.04], [-0.06, -0.07, -0.06], [-0.04, 0.05, 0.25], [0.18, -0.08, -0.45], [0.06, -0.01, 0.06], [0.01, -0.01, 0.03], [0.00, 0.02, -0.02], [0.00, -0.02, -0.01], [0.00, 0.03, -0.02], [0.00, 0.00, -0.01], [-0.06, -0.01, 0.04], [0.01, -0.01, 0.02], [0.01, 0.04, -0.04], [0.02, 0.08, -0.10], [-0.08, 0.02, 0.06], [0.07, -0.02, -0.07], [0.06, 0.12, 0.02], [-0.03, -0.13, -0.14], [0.01, -0.01, -0.02], [0.02, -0.06, 0.04], [0.03, 0.00, -0.09], [-0.10, 0.03, 0.06], [0.23, 0.25, 0.00], [0.00, -0.01, 0.00], [-0.02, 0.02, 0.01], [0.00, 0.00, 0.04], [0.03, 0.03, 0.03], [0.04, -0.01, -0.05], [0.42, 0.04, 0.04], [-0.98, 0.00, -0.32], [0.31, -0.40, 0.11], [0.16, 0.12, 0.21], [0.03, -0.08, 0.08], [-0.02, 0.04, -0.02], [-0.04, -0.04, -0.01], [0.00, -0.02, 0.00], [0.00, 0.05, -0.01], [-0.02, 0.05, 0.06], [-0.03, 0.01, -0.06], [-0.01, 0.02, 0.04], [-0.01, -0.04, -0.01], [-0.02, 0.05, -0.01], [0.03, 0.00, 0.00], [0.08, 0.04, -0.01], [0.08, 0.00, 0.11], [-0.02, -0.01, -0.02], [-0.01, 0.01, -0.01], [-0.04, -0.02, 0.00], [0.01, 0.02, 0.00]], "mulliken_charge": [-1.1496, -0.0773, 0.5798, -0.5945, -0.5761, -0.8297, -1.1077, 0.5602, 1.5294, -0.8481, -0.7628, -0.5582, -0.2776, 0.3031, 0.3760, 0.4707, 0.3859, 0.3883, 0.3922, 0.2835, 0.3522, 0.3680, 0.4176, 0.5423, -0.7433, 0.2565, -0.6248, 0.8240, -0.7923, -0.2628, -0.8756, -0.0773, 0.4558, 0.5369, 0.4236, 0.4491, 0.3634, -1.2915, -0.5425, 1.1239, -1.0280, -0.5220, -1.2863, 0.4138, 0.3503, 0.2757, 0.2925, 0.4834, 0.2374, 0.4578, 0.3059, 0.4283, 0.3033, -0.7602, -0.4931, 0.2825, 0.2698, 0.2646, 0.3335], "e_tot_ev": -90950.2186, "s2": 0.76, "fmax_ev_per_a": 1.0, "lumo_energy_ev": [0.210, 0.180], "spin_multiplicity": 2, "homo_energy_ev": [-7.617, -7.954]}

Energy above the lowest of the compared OMol25 structures with the same formula, charge and spin list, top to bottom, in kJ/mol: 84.0 59.5